(1)
{"formula": "C21H20NO6S2", "method": "ωB97M-V/def2-TZVPD", "e_tot_ev": -57547.1124, "spin_multiplicity": 1, "homo_energy_ev": -3.509, "charge": -1, "smiles": "CC1(C)CC(=O)N([C@@H](C2=[S@](=O)([O-])c3ccccc3S2(=O)=O)c2ccccc2)C(=O)C1", "elements": ["C", "C", "C", "C", "C", "O", "N", "C", "C", "S", "O", "O", "C", "C", "C", "C", "C", "C", "S", "O", "O", "C", "C", "C", "C", "C", "C", "C", "O", "C", "H", "H", "H", "H", "H", "H", "H", "H", "H", "H", "H", "H", "H", "H", "H", "H", "H", "H", "H", "H"], "coordinates": [[0.6112, 2.0381, 1.8417], [-0.6342, 1.4251, 1.1802], [-1.8461, 2.0711, 1.8634], [-0.7167, 1.5937, -0.3344], [-1.8745, 0.7784, -0.9478], [-2.7280, 1.3175, -1.6496], [-1.9958, -0.5820, -0.5989], [-3.0159, -1.3002, -1.2832], [-2.6501, -2.4885, -2.0773], [-3.7506, -3.7425, -2.6518], [-5.0432, -3.2503, -3.0867], [-3.6822, -4.9140, -1.8018], [-2.8901, -4.2432, -4.1519], [-3.4281, -5.1079, -5.1062], [-2.6988, -5.3493, -6.2708], [-1.4282, -4.7813, -6.4268], [-0.8788, -3.9738, -5.4251], [-1.6207, -3.7123, -4.2714], [-1.1208, -2.6121, -2.9146], [-0.1863, -3.2952, -2.0477], [-0.8139, -1.3136, -3.4894], [-4.3757, -1.4874, -0.6146], [-4.8239, -2.7040, -0.0873], [-6.1340, -2.8203, 0.3653], [-6.9939, -1.7239, 0.3220], [-6.5335, -0.4923, -0.1605], [-5.2386, -0.3968, -0.6601], [-1.5784, -0.9819, 0.6959], [-2.0029, -1.9941, 1.2242], [-0.5444, -0.0920, 1.3936], [1.5477, 1.5964, 1.4754], [0.6724, 3.1331, 1.7565], [0.5724, 1.8226, 2.9208], [-2.7911, 1.7001, 1.4548], [-1.8152, 1.8631, 2.9411], [-1.8149, 3.1656, 1.7382], [-0.8730, 2.6442, -0.6055], [0.2202, 1.2638, -0.8054], [-3.2706, -0.7337, -2.1731], [-4.3891, -5.5873, -4.9236], [-3.1156, -5.9974, -7.0405], [-0.8459, -4.9912, -7.3231], [0.1190, -3.5483, -5.5072], [-4.1447, -3.5468, -0.0090], [-6.4797, -3.8070, 0.6721], [-8.0328, -1.8418, 0.6022], [-7.1852, 0.3873, -0.2314], [-4.8334, 0.5302, -1.0917], [0.4602, -0.4066, 1.0394], [-0.6071, -0.2919, 2.4740]]}

(2)
{"formula": "C21H20S", "method": "ωB97M-V/def2-TZVPD", "e_tot_ev": -32935.8890, "spin_multiplicity": 1, "homo_energy_ev": -7.862, "smiles": "Cc1ccc(C(Sc2ccccc2)c2ccc(C)cc2)cc1", "elements": ["C", "C", "C", "C", "C", "C", "S", "C", "C", "C", "C", "C", "C", "C", "C", "C", "C", "C", "C", "C", "C", "C", "H", "H", "H", "H", "H", "H", "H", "H", "H", "H", "H", "H", "H", "H", "H", "H", "H", "H", "H", "H"], "coordinates": [[5.8302, 0.2549, 0.6990], [4.3388, 0.2692, 0.7405], [3.6370, -0.9228, 0.9202], [2.2532, -0.9309, 0.9006], [1.5015, 0.2531, 0.6788], [0.0444, 0.0892, 0.4687], [-0.2722, -0.3870, -1.5945], [-0.8034, -1.9731, -1.9326], [-2.1922, -2.2425, -2.1194], [-2.6415, -3.5559, -2.1928], [-1.7194, -4.6205, -2.1647], [-0.3386, -4.3483, -2.2342], [0.1201, -3.0374, -2.1600], [-0.9510, 1.1136, 0.8485], [-2.2915, 0.6464, 0.9690], [-3.3510, 1.5257, 1.0891], [-3.1362, 2.9016, 1.0426], [-4.2974, 3.8331, 1.0773], [-1.8177, 3.3725, 1.0416], [-0.7396, 2.4853, 1.0414], [2.2175, 1.4447, 0.5014], [3.6135, 1.4542, 0.6043], [6.2569, 1.2637, 0.6177], [6.2440, -0.2087, 1.6013], [6.2004, -0.3382, -0.1510], [4.1664, -1.8639, 1.0198], [1.7243, -1.8754, 0.9917], [-0.2871, -0.9097, 0.7345], [-2.8356, -1.3769, -2.2430], [-3.7119, -3.7721, -2.2968], [-2.0731, -5.6465, -2.1493], [0.3646, -5.1786, -2.3719], [1.1558, -2.7521, -2.3193], [-2.4799, -0.4237, 0.9687], [-4.3555, 1.1257, 1.1912], [-3.9989, 4.8856, 0.9895], [-5.0010, 3.5985, 0.2642], [-4.8668, 3.7355, 2.0108], [-1.6663, 4.4568, 1.0295], [0.2554, 2.9057, 1.1971], [1.7246, 2.3629, 0.1911], [4.1791, 2.3859, 0.4996]]}

(3)
{"formula": "C21H21AlClN2P", "method": "ωB97M-V/def2-TZVPD", "e_tot_ev": -53491.3410, "spin_multiplicity": 1, "homo_energy_ev": -14.940, "charge": 2, "elements": ["Al", "Cl", "P", "C", "C", "C", "C", "C", "C", "C", "C", "C", "C", "C", "C", "C", "C", "C", "C", "C", "C", "H", "H", "H", "H", "H", "H", "H", "H", "H", "H", "H", "H", "H", "H", "H", "H", "H", "N", "C", "C", "N", "C", "H", "H", "H", "H"], "coordinates": [[1.0074, -0.7402, 2.0251], [0.6687, 0.6536, 3.5836], [0.3340, 0.5922, 0.1569], [-1.0385, -0.2597, -0.7189], [-0.8360, -1.1656, -1.7700], [-1.9521, -1.7950, -2.3224], [-3.2251, -1.5858, -1.7974], [-3.3764, -0.7942, -0.6642], [-2.2934, -0.1359, -0.1079], [0.0740, 2.4188, -0.1437], [0.9422, 3.3292, 0.4914], [0.7771, 4.7003, 0.3087], [-0.2549, 5.1857, -0.4918], [-1.0846, 4.2940, -1.1625], [-0.9285, 2.9183, -0.9932], [1.9018, 0.2131, -0.7251], [2.8872, -0.3925, 0.0683], [4.1118, -0.6755, -0.5149], [4.3726, -0.3527, -1.8423], [3.3833, 0.2393, -2.6170], [2.1365, 0.5482, -2.0685], [1.7161, 2.9313, 1.1517], [1.4375, 5.3995, 0.8092], [-0.4188, 6.2550, -0.5862], [-1.8852, 4.6651, -1.7920], [-1.6234, 2.2353, -1.4818], [0.1896, -1.4112, -2.0712], [-1.7995, -2.4599, -3.1609], [-4.0867, -2.0475, -2.2685], [-4.3358, -0.6740, -0.1934], [-2.3610, 0.4341, 0.8237], [2.7202, -0.6076, 1.2100], [4.8555, -1.1431, 0.1096], [5.3513, -0.5658, -2.2502], [3.5653, 0.4844, -3.6505], [1.3696, 1.0724, -2.6502], [0.1316, -3.6550, -1.2416], [0.8857, -3.5935, -1.1940], [-2.3922, -2.6951, 3.6996], [-1.5505, -3.7095, 3.1944], [-0.4107, -3.1147, 2.7693], [-0.5866, -1.7364, 2.8888], [-1.7434, -1.5312, 3.5333], [-3.2880, -2.7864, 4.1641], [-1.7640, -4.7587, 3.1100], [0.5266, -3.5694, 2.4515], [-2.1102, -0.6136, 3.9315]]}

(4)
{"formula": "C21H21BrN2O5", "method": "ωB97M-V/def2-TZVPD", "e_tot_ev": -105377.8680, "spin_multiplicity": 1, "homo_energy_ev": -8.093, "smiles": "COc1ccc([C@H]2CC(c3ccc(Br)cc3)=NN2C(=O)CCC(=O)O)cc1OC", "elements": ["C", "O", "C", "C", "C", "C", "C", "C", "C", "C", "C", "C", "C", "Br", "C", "C", "N", "N", "C", "O", "C", "C", "C", "O", "O", "C", "C", "O", "C", "H", "H", "H", "H", "H", "H", "H", "H", "H", "H", "H", "H", "H", "H", "H", "H", "H", "H", "H", "H", "H"], "coordinates": [[-5.9457, -2.9750, -0.3030], [-4.6942, -2.7689, -0.9093], [-3.7510, -2.0721, -0.2209], [-3.9001, -1.5730, 1.0608], [-2.8717, -0.8694, 1.6724], [-1.6798, -0.6624, 1.0111], [-0.5490, 0.0960, 1.6527], [0.7343, -0.7374, 1.8143], [1.6901, -0.0237, 0.8816], [3.0457, -0.4397, 0.6069], [3.5938, -1.5715, 1.2156], [4.8926, -1.9552, 0.9461], [5.6532, -1.2064, 0.0629], [7.4430, -1.7354, -0.3102], [5.1320, -0.0789, -0.5550], [3.8351, 0.2989, -0.2821], [1.1700, 1.0205, 0.3437], [-0.0942, 1.1831, 0.7628], [-0.8838, 2.2315, 0.3988], [-2.0122, 2.3434, 0.8246], [-0.2171, 3.2164, -0.5398], [0.8239, 4.0469, 0.2130], [1.5284, 5.0608, -0.6540], [2.0453, 6.0650, -0.2447], [1.5564, 4.7196, -1.9480], [-1.5161, -1.1627, -0.2810], [-2.5321, -1.8595, -0.9058], [-2.4664, -2.3795, -2.1620], [-1.2999, -2.1634, -2.9143], [-6.4426, -2.0271, -0.0723], [-5.8582, -3.5713, 0.6116], [-6.5381, -3.5235, -1.0336], [-4.8227, -1.7168, 1.5991], [-3.0153, -0.4768, 2.6667], [-0.8897, 0.5390, 2.5927], [0.5784, -1.7736, 1.5106], [1.1109, -0.7273, 2.8382], [3.0050, -2.1567, 1.9046], [5.3140, -2.8298, 1.4173], [5.7392, 0.4928, -1.2396], [3.4089, 1.1713, -0.7510], [-0.9908, 3.8663, -0.9483], [0.2687, 2.6733, -1.3499], [1.5973, 3.3837, 0.6123], [0.3710, 4.5789, 1.0512], [2.0304, 5.3937, -2.4601], [-0.5839, -0.9866, -0.7960], [-0.4235, -2.6253, -2.4460], [-1.4809, -2.6364, -3.8781], [-1.1088, -1.0956, -3.0663]]}

(5)
{"formula": "C21H21Cl5N6O3S2Sr", "method": "ωB97M-V/def2-TZVPD", "e_tot_ev": -122324.2149, "spin_multiplicity": 1, "homo_energy_ev": -8.127, "elements": ["Sr", "N", "C", "C", "C", "C", "C", "C", "S", "O", "O", "N", "C", "N", "C", "C", "C", "N", "H", "H", "H", "H", "H", "H", "H", "H", "H", "Cl", "C", "C", "Cl", "C", "Cl", "C", "O", "C", "Cl", "C", "Cl", "C", "C", "N", "C", "S", "N", "C", "C", "H", "H", "H", "H", "H", "H", "H", "H", "H", "H", "H", "H"], "coordinates": [[1.5584, 1.3326, 0.0499], [-5.4955, 4.2764, 0.0919], [-4.1120, 4.2562, 0.2113], [-3.3734, 5.4355, 0.0827], [-2.0028, 5.4263, 0.2477], [-1.3542, 4.2381, 0.5558], [-2.0761, 3.0611, 0.6979], [-3.4472, 3.0683, 0.5241], [0.3990, 4.2276, 0.6797], [0.7417, 3.1366, 1.6195], [0.8438, 5.5349, 1.0606], [0.9969, 3.7270, -0.7015], [0.2841, 3.4261, -1.8214], [0.5378, 2.1791, -2.2956], [-0.0716, 1.8201, -3.4212], [-0.9515, 2.6560, -4.0792], [-1.1687, 3.8949, -3.4928], [-0.5616, 4.2968, -2.3866], [-5.8785, 5.0485, -0.4285], [-5.9284, 3.3973, -0.1397], [-3.8835, 6.3633, -0.1474], [-1.4257, 6.3338, 0.1380], [-1.5744, 2.1403, 0.9695], [-4.0127, 2.1524, 0.6482], [0.1469, 0.8244, -3.7917], [-1.4489, 2.3620, -4.9907], [-1.8586, 4.6033, -3.9408], [4.7299, -5.8818, 0.8865], [4.3070, -4.2174, 0.7324], [3.7782, -3.7271, -0.4611], [3.5172, -4.7995, -1.7886], [3.4397, -2.3887, -0.5812], [2.7815, -1.7566, -2.0512], [3.5809, -1.4723, 0.4872], [3.2272, -0.2499, 0.3799], [4.1049, -2.0071, 1.6891], [4.1999, -0.9352, 3.0372], [4.4689, -3.3393, 1.8051], [5.0683, -3.9343, 3.3077], [0.1431, -4.1587, 3.1927], [1.2020, -3.2079, 2.6501], [0.6331, -2.0350, 1.9972], [0.1014, -1.9979, 0.7683], [-0.7177, -0.5911, 0.2325], [0.2238, -3.0781, -0.0005], [-0.3054, -3.2146, -1.3538], [-1.7397, -3.7161, -1.3632], [0.6178, -5.0199, 3.6628], [-0.5103, -4.5206, 2.3974], [-0.4776, -3.6600, 3.9370], [1.8752, -3.7168, 1.9564], [1.8446, -2.8411, 3.4500], [0.4605, -1.2154, 2.5557], [0.7340, -3.8647, 0.3687], [0.3576, -3.9008, -1.8811], [-0.2275, -2.2454, -1.8414], [-1.8188, -4.6866, -0.8707], [-2.0898, -3.8283, -2.3897], [-2.3935, -3.0105, -0.8510]]}

(6)
{"formula": "C21H21ClF3INO3S", "method": "ωB97M-V/def2-TZVPD", "e_tot_ev": -69355.4781, "spin_multiplicity": 1, "homo_energy_ev": -3.361, "charge": -1, "elements": ["C", "C", "O", "C", "C", "N", "C", "C", "C", "C", "C", "Cl", "C", "C", "O", "H", "H", "H", "H", "H", "H", "H", "H", "H", "H", "H", "C", "C", "C", "C", "C", "I", "C", "C", "C", "C", "O", "S", "C", "F", "F", "F", "H", "H", "H", "H", "H", "H", "H", "H", "H", "H"], "coordinates": [[4.8085, -1.4646, 0.2648], [3.8050, -0.6559, 1.0307], [2.8157, -0.1580, 0.0422], [2.0024, 0.7163, 0.6584], [0.9294, 1.4104, -0.1503], [0.3198, 2.3289, 0.4892], [-0.0509, 3.5263, 0.7566], [-0.2815, 3.8331, 2.1494], [-1.0522, 4.9724, 2.4932], [-1.3409, 5.2638, 3.8422], [-0.8813, 4.3880, 4.8538], [-1.2473, 4.7351, 6.4918], [-0.0976, 3.2662, 4.5145], [0.2188, 2.9981, 3.1805], [2.1553, 0.9573, 1.8483], [5.3478, -2.1057, 0.9655], [4.3824, -2.0536, -0.5574], [5.5812, -0.7966, -0.1153], [3.2869, -1.2729, 1.7873], [4.2527, 0.2036, 1.5477], [0.9075, 1.5444, -1.4053], [-0.3516, 4.2253, -0.0289], [-1.3138, 5.6682, 1.6931], [-1.8541, 6.1844, 4.1181], [0.2922, 2.6386, 5.3144], [0.9196, 2.1909, 2.9494], [-0.1013, -4.1981, -3.0875], [-1.2377, -3.1940, -2.9554], [-2.5857, -3.7796, -3.4377], [-1.3543, -2.6607, -1.4810], [-2.5218, -2.1338, -0.8724], [-4.5498, -2.5363, -1.3512], [-2.4553, -1.1394, 0.1295], [-1.2321, -0.9086, 0.7724], [-0.1644, -1.7241, 0.4237], [-0.2309, -2.6509, -0.6261], [-1.0791, -2.3058, -3.9211], [0.3001, 0.3009, -1.8493], [-1.0197, 1.0988, -2.8675], [-2.1907, 0.4521, -2.6032], [-1.2055, 2.4623, -2.6423], [-0.7737, 0.9411, -4.1793], [-0.1946, -5.0392, -2.4071], [-0.1170, -4.5511, -4.1249], [0.8933, -3.7775, -2.9110], [-2.9934, -4.5106, -2.7333], [-3.2591, -2.9463, -3.6454], [-2.4286, -4.1942, -4.4394], [-3.3109, -0.5517, 0.3965], [-1.1506, -0.0820, 1.5049], [0.7553, -1.6418, 1.0158], [0.6537, -3.2736, -0.8414]]}

| no. | frontier orbital gap (eV) |
| --- | --- |
| 1 | 6.07 |
| 2 | 7.59 |
| 3 | 5.88 |
| 4 | 8.03 |
| 5 | 8.29 |
| 6 | 4.89 |